This record from the OMol25 dataset describes a structure of composition C3F6LuNO4S2 in a non-equilibrium geometry. The level of theory is ωB97M-V/def2-TZVPD.

As for the orbital gap: 7.66 eV. The calculation puts the LUMO energy at -0.0482 Ha.

The geometry in ORCA input format:
```
! wB97M-V def2-TZVPD RIJCOSX def2/J DEFGRID3
* xyz 0 1
Lu -0.27 0.85 3.99
O -3.13 -0.92 0.78
C -2.66 -0.16 1.57
O -2.56 -0.06 2.78
N 0.03 -0.44 -1.20
S -1.01 0.64 -0.68
O -1.15 0.68 0.93
C -0.22 2.34 -0.88
F 0.01 2.53 -2.17
F 0.93 2.44 -0.23
F -1.06 3.26 -0.44
S 1.60 -0.44 -0.62
O 2.54 -0.10 -1.74
C 1.70 -2.31 -0.54
F 0.87 -2.78 0.37
F 1.44 -2.87 -1.71
F 2.95 -2.63 -0.19
*
```



This record from the OMol25 dataset describes a structure of composition C48H28Cl4F5O4P2SW in a non-equilibrium geometry. The level of theory is ωB97M-V/def2-TZVPD.

As for the orbital gap (alpha / beta): 5.12 / 5.12 eV. The calculation puts the LUMO energy (alpha / beta) at -0.1942 / -0.1942 Ha.

The geometry in ORCA input format:
```
! wB97M-V def2-TZVPD RIJCOSX def2/J DEFGRID3
* xyz 1 1
W -0.03 -0.07 -0.28
O 0.16 1.79 0.31
S -0.62 3.12 -0.28
C 0.15 2.66 -2.01
C -0.53 3.26 -3.05
C -0.05 3.18 -4.34
C 1.18 2.57 -4.56
C 1.89 2.02 -3.52
C 1.37 1.99 -2.21
P 2.25 1.11 -0.87
C 3.62 0.30 -1.74
C 3.43 -0.62 -2.78
C 4.53 -1.23 -3.36
C 5.81 -0.92 -2.93
C 6.00 0.01 -1.92
C 4.91 0.61 -1.32
C 1.52 -1.60 -0.27
C 2.40 -1.83 0.80
C 3.18 -2.97 0.90
C 3.12 -3.94 -0.08
C 2.28 -3.76 -1.16
C 1.49 -2.62 -1.25
C -2.12 2.76 0.73
C -3.17 3.61 0.42
C -4.43 3.40 0.96
C -4.63 2.30 1.78
C -3.58 1.48 2.13
C -2.29 1.71 1.63
P -0.90 0.64 2.17
C -1.48 -0.08 3.76
C -1.19 -1.41 4.03
C -1.51 -1.96 5.27
C -2.09 -1.17 6.24
C -2.35 0.17 5.99
C -2.04 0.72 4.75
C 0.29 1.83 2.93
C -0.01 3.14 3.29
C 0.98 3.94 3.84
C 2.25 3.44 4.05
C 2.55 2.13 3.71
C 1.57 1.33 3.15
H -1.45 3.78 -2.84
H -0.61 3.60 -5.17
H 1.59 2.52 -5.56
H 2.86 1.59 -3.71
H 2.43 -0.85 -3.12
H 4.38 -1.94 -4.15
H 6.66 -1.39 -3.40
H 7.00 0.26 -1.60
H 5.05 1.34 -0.53
H 2.49 -1.07 1.59
H 3.85 -3.09 1.75
H 3.73 -4.82 0.00
H 2.24 -4.50 -1.94
H 0.86 -2.50 -2.13
H -2.98 4.44 -0.25
H -5.25 4.05 0.71
H -5.62 2.09 2.16
H -3.75 0.64 2.79
H -0.71 -2.01 3.27
H -1.28 -2.99 5.47
H -2.33 -1.58 7.21
H -2.79 0.80 6.76
H -2.23 1.77 4.57
H -0.99 3.54 3.10
H 0.74 4.95 4.11
H 3.02 4.08 4.46
H 3.54 1.73 3.87
H 1.77 0.30 2.87
Cl -4.87 1.15 -4.86
C -3.37 0.79 -4.11
C -2.30 0.34 -4.89
Cl -2.49 0.17 -6.58
C -1.08 0.00 -4.29
Cl 0.22 -0.58 -5.23
C -0.96 0.10 -2.91
O 0.09 -0.27 -2.16
C -2.05 0.53 -2.12
O -1.80 0.47 -0.82
C -3.25 0.89 -2.73
Cl -4.56 1.41 -1.75
F -2.58 -6.65 -1.11
C -2.13 -5.48 -0.69
C -1.54 -5.36 0.57
F -1.40 -6.43 1.34
C -1.08 -4.13 1.04
F -0.49 -4.07 2.23
C -1.22 -2.97 0.27
O -0.86 -1.75 0.64
C -1.75 -3.16 -1.01
F -1.74 -2.03 -1.78
C -2.22 -4.36 -1.51
F -2.72 -4.44 -2.74
*
```



This record from the OMol25 dataset describes a structure of composition C22H49N2OOsP3S in a non-equilibrium geometry. The level of theory is ωB97M-V/def2-TZVPD.

As for the orbital gap (alpha / beta): 7.60 / 5.52 eV. The calculation puts the LUMO energy (alpha / beta) at -0.4389 / -0.5432 Ha. The value obtained for the relative energy (zero: lowest compared OMol25 entry of this formula, charge and spin) is 28.3 kcal/mol. The expectation value of S² is 6.04.

The geometry in ORCA input format:
```
! wB97M-V def2-TZVPD RIJCOSX def2/J DEFGRID3
* xyz 4 5
Os -0.08 -0.36 -0.06
P -1.59 0.37 1.58
P 1.50 -1.10 1.49
P -1.74 -2.02 -0.51
H 0.72 0.60 -2.48
C -0.21 0.15 -2.13
C -1.16 0.97 -1.41
H -0.93 2.03 -1.28
C -1.53 2.11 2.17
C -1.53 -0.55 3.17
C -3.39 0.32 1.18
C 3.16 -1.12 0.68
C 1.89 -0.19 3.05
C 1.27 -2.82 2.09
C -3.26 -1.57 -1.49
C -2.34 -3.03 0.92
C -1.29 -3.42 -1.60
H -0.58 -0.67 -2.76
H -2.22 0.78 -1.55
H -1.76 2.78 1.34
H -0.56 2.39 2.59
H -2.30 2.24 2.95
H -0.52 -0.56 3.58
H -1.86 -1.58 3.05
H -2.18 -0.03 3.88
H -3.58 0.83 0.23
H -3.94 0.86 1.96
H -3.78 -0.70 1.12
H 3.44 -2.16 0.45
H 3.90 -0.69 1.37
H 3.17 -0.52 -0.24
H 2.34 -0.90 3.77
H 1.03 0.27 3.54
H 2.62 0.60 2.84
H 2.17 -3.11 2.65
H 1.14 -3.51 1.25
H 0.40 -2.91 2.76
H -3.76 -2.50 -1.82
H -2.97 -1.02 -2.39
H -3.97 -0.97 -0.92
H -2.80 -3.95 0.53
H -3.08 -2.52 1.54
H -1.49 -3.33 1.55
H -2.19 -3.97 -1.92
H -0.62 -4.10 -1.08
H -0.79 -3.04 -2.49
C 1.86 -3.36 -3.08
C 3.18 -3.86 -2.96
C 3.65 -4.81 -3.88
C 2.81 -5.31 -4.89
C 1.50 -4.87 -4.96
C 1.03 -3.88 -4.09
O 1.39 -2.24 -2.42
H 1.55 -2.06 -1.45
H 3.81 -3.49 -2.16
H 4.67 -5.16 -3.80
H 3.16 -6.07 -5.60
H 0.82 -5.29 -5.71
H 0.02 -3.51 -4.18
C -0.72 6.00 -1.16
C -0.81 4.78 -0.27
N 0.40 3.94 -0.50
C 0.96 3.13 0.44
S 1.53 1.58 0.02
N 1.19 3.60 1.68
C 1.36 5.01 2.03
C 0.38 5.42 3.11
H 0.19 6.57 -0.92
H -1.58 6.66 -0.99
H -0.68 5.70 -2.21
H -0.87 5.05 0.79
H -1.72 4.18 -0.50
H 0.45 3.57 -1.45
H 1.68 2.95 2.30
H 2.40 5.14 2.39
H 1.24 5.62 1.12
H 0.59 4.89 4.04
H 0.46 6.50 3.26
H -0.67 5.21 2.83
*
```



This record from the OMol25 dataset describes a cluster of 2 separate species, C3H10N2O in total in a non-equilibrium geometry. The level of theory is ωB97M-V/def2-TZVPD.

As for the orbital gap (alpha / beta): 10.96 / 6.35 eV. The calculation puts the LUMO energy (alpha / beta) at -0.1572 / -0.3263 Ha. The value obtained for the relative energy (zero: lowest compared OMol25 entry of this formula, charge and spin) is 84.7 kcal/mol. The expectation value of S² is 0.79.

The geometry in ORCA input format:
```
! wB97M-V def2-TZVPD RIJCOSX def2/J DEFGRID3
* xyz 1 2
C 0.68 -1.95 -0.99
C -0.11 -0.72 -0.69
N 0.85 0.47 -0.77
C 0.32 1.66 -0.23
N 1.01 2.39 0.59
H 1.42 -2.03 -1.86
H 0.12 -2.83 -1.15
H 1.54 -2.03 -0.15
H -0.86 -0.53 -1.43
H -0.35 -0.89 0.31
H 1.76 0.42 -0.39
H -0.73 2.21 -0.56
H 0.62 3.28 1.02
H -2.06 0.62 2.80
H -2.21 0.10 1.31
O -1.99 -0.18 2.19
*
```